{
  "formula": "CH2BrO2S",
  "method": "ωB97M-V/def2-TZVPD",
  "symbols": ["C", "O", "O", "S", "Br", "H", "H"],
  "xyz": [[-0.231, -0.549, -0.157], [-0.589, 2.098, -0.080], [1.393, 1.182, 1.064], [0.621, 1.293, -0.191], [1.146, -1.841, 0.132], [-1.088, -0.860, 0.607], [-1.253, -1.323, -1.375]],
  "lumo_ev": 3.5,
  "e_homo_ev": -3.99,
  "orbital_gap_ev": 7.46,
  "total_charge": -1,
  "de_lowest_kcal_mol": 68.7,
  "e_tot_ev": -86040.097
}

{
  "formula": "C15H32N5O3",
  "method": "ωB97M-V/def2-TZVPD",
  "symbols": ["C", "N", "C", "O", "C", "C", "C", "C", "C", "N", "N", "C", "O", "C", "C", "C", "C", "C", "N", "N", "C", "C", "O", "H", "H", "H", "H", "H", "H", "H", "H", "H", "H", "H", "H", "H", "H", "H", "H", "H", "H", "H", "H", "H", "H", "H", "H", "H", "H", "H", "H", "H", "H", "H", "H"],
  "xyz": [[0.887, 3.682, 1.418], [-0.025, 2.532, 1.440], [-0.528, 1.883, 0.398], [-0.149, 2.102, -0.758], [-1.465, 0.743, 0.714], [-2.841, 1.189, 1.221], [-3.522, 0.036, 2.014], [-2.808, -0.508, 3.287], [-2.340, 0.551, 4.316], [-1.060, 1.222, 3.959], [-1.726, -0.136, -0.430], [-0.817, -0.909, -1.011], [0.355, -0.910, -0.659], [-1.297, -1.830, -2.128], [-0.180, -2.253, -3.113], [-0.139, -1.287, -4.287], [0.166, 0.191, -4.035], [1.606, 0.483, -3.670], [1.812, 0.909, -2.279], [-2.016, -2.980, -1.589], [-1.817, -3.801, -0.546], [-0.552, -3.799, 0.280], [-2.740, -4.520, -0.261], [1.813, 3.448, 0.866], [0.430, 4.567, 1.054], [1.167, 3.819, 2.452], [-0.408, 2.241, 2.344], [-0.989, 0.197, 1.508], [-3.475, 1.593, 0.385], [-2.707, 2.020, 1.907], [-3.700, -0.801, 1.336], [-4.518, 0.347, 2.291], [-1.970, -1.153, 3.013], [-3.552, -1.153, 3.798], [-2.181, 0.010, 5.220], [-3.140, 1.288, 4.485], [-0.312, 0.562, 4.086], [-0.928, 1.886, 4.726], [-2.683, -0.126, -0.732], [-2.017, -1.289, -2.730], [0.814, -2.336, -2.631], [-0.423, -3.225, -3.543], [-1.061, -1.330, -4.824], [0.648, -1.649, -4.938], [-0.505, 0.634, -3.280], [0.002, 0.767, -4.953], [2.195, -0.416, -3.861], [1.976, 1.252, -4.364], [2.747, 1.209, -2.094], [1.160, 1.654, -2.013], [1.565, 0.137, -1.692], [-2.862, -3.186, -2.087], [0.280, -3.763, -0.384], [-0.483, -2.934, 0.939], [-0.561, -4.697, 0.893]],
  "lumo_ev": -2.3,
  "e_homo_ev": -11.87,
  "orbital_gap_ev": 9.53,
  "total_charge": 1,
  "de_lowest_kcal_mol": 0.0,
  "smiles": "CNC(=O)[C@@H](CCCCN)NC(=O)[C@@H](CCCC[NH3+])NC(C)=O",
  "e_tot_ev": -29663.401
}

Which formula does entry 2 have?
C15H32N5O3